(1)
139
Properties=species:S:1:pos:R:3:forces:R:3 method="wB97M-V/def2-TZVPD" e_homo_ha=-0.3399 e_tot_ha=-5643.94659 spin_multiplicity=1 e_lumo_ev=-4.21 charge=+1
C 11.88220 -3.96999 1.76457 -0.19 1.11 -0.22
C 12.31871 -2.47124 1.18036 0.22 -0.69 -0.17
C 12.03941 -1.28582 2.31974 0.81 -0.80 -0.39
C 11.40084 0.07749 1.65736 0.02 -0.18 0.58
C 10.07619 0.65403 2.45436 0.57 -0.11 -0.84
C 9.81963 2.23187 2.00348 -0.33 0.19 0.84
C 8.50611 2.90450 2.74772 -0.43 -0.47 0.16
C 7.12927 2.78838 1.81189 0.60 -0.21 0.78
C 6.32923 1.43293 2.34086 0.86 1.31 1.63
N 5.02307 1.18667 1.54477 2.17 -1.54 -2.26
N 3.91666 1.62133 2.18946 -3.47 -1.67 -3.69
C 2.59731 1.39993 1.55213 2.81 -1.29 -1.64
C 1.24330 1.90324 2.39570 1.96 0.02 1.21
C 1.75571 2.03855 3.98169 0.88 -0.11 3.29
C 2.18701 0.61662 4.74919 0.51 2.94 2.17
C 2.76659 0.58650 6.31231 -1.42 4.50 -2.84
C 2.87322 2.07074 7.06212 -1.11 -0.43 -3.08
C 2.41253 3.47739 6.33380 -0.30 -3.07 -2.18
C 1.84537 3.50969 4.77205 1.20 -3.68 1.48
C 1.39501 4.92616 4.05769 -0.52 -0.47 1.09
C 2.53696 0.64880 0.10857 1.84 0.43 0.14
C 1.06460 0.36256 -0.59906 1.15 -1.26 0.05
C 0.82756 -1.28585 -0.44470 0.22 -0.31 0.78
C 0.72537 -1.72783 1.14222 -0.58 -0.81 0.23
C 0.55302 -3.37221 1.34829 -0.13 0.27 -0.04
C 0.17540 -3.77813 2.90715 0.70 -0.53 -0.15
C 1.50476 -4.55485 3.52571 -0.18 0.40 -0.18
C 1.54253 -6.10525 2.97085 -0.39 0.46 -0.34
C 3.90012 0.17084 -0.67212 -0.03 2.22 4.17
C 3.94417 -0.59120 -2.12855 0.84 0.38 1.70
C 4.33366 -2.17457 -1.87228 -1.68 -5.23 -4.63
O 4.11073 -3.03139 -2.89516 1.81 5.90 6.94
O 4.88750 -2.73107 -0.62325 -2.09 2.01 -2.12
C 5.26776 0.51843 0.22736 -5.09 0.24 -0.31
Br 7.08319 0.01637 -0.53029 -2.64 0.82 1.39
H 10.77926 -3.85316 2.16536 2.28 -0.45 -0.50
H 12.65980 -4.23225 2.61940 -1.92 0.32 -1.75
H 11.85429 -4.79349 0.92866 0.32 1.65 1.67
H 11.77303 -2.23136 0.15027 0.96 -0.52 2.30
H 13.46458 -2.55844 0.91698 -2.26 0.44 0.54
H 11.37299 -1.77038 3.16429 1.14 1.18 -1.70
H 13.10516 -1.06573 2.79618 -2.42 -0.27 -0.84
H 11.10390 -0.18856 0.55221 0.67 0.83 2.07
H 12.23006 0.91320 1.70222 -1.72 -1.62 -0.40
H 9.16132 -0.03762 2.15633 1.74 1.47 0.70
H 10.27858 0.53616 3.60658 -0.56 0.50 -2.21
H 9.62946 2.34234 0.84378 0.68 -0.39 2.29
H 10.76867 2.87173 2.31650 -1.93 -1.46 -0.82
H 8.25372 2.30981 3.74240 0.73 1.23 -1.91
H 8.69251 4.02727 3.08380 -0.38 -2.41 -0.98
H 6.52189 3.77726 2.01736 0.81 -2.28 -0.60
H 7.39674 2.67854 0.67738 -0.53 0.37 2.19
H 7.01575 0.47162 2.37295 -1.58 2.01 -0.55
H 6.06318 1.65962 3.48267 0.06 -0.63 -2.73
H 0.95996 2.96722 1.99094 0.37 -2.23 0.71
H 0.36770 1.11495 2.33700 1.96 1.69 -0.17
H 2.09831 -0.41937 4.16811 0.14 2.54 1.29
H 3.09818 -0.42530 6.81700 -0.80 2.43 -1.10
H 3.30772 2.07348 8.16868 -1.13 0.19 -2.69
H 2.47346 4.53441 6.88480 -0.07 -2.77 -1.18
H 2.22546 5.41344 3.38610 -1.59 -1.18 1.31
H 1.13908 5.67469 4.94642 0.61 -1.58 -2.00
H 0.38649 4.76796 3.44797 2.30 0.32 1.24
H 1.14762 0.64293 -1.75504 -0.32 -0.45 2.67
H 0.17166 0.90578 -0.07254 1.94 -0.75 -1.13
H 1.73501 -1.88759 -0.89820 -1.79 1.27 0.67
H -0.15333 -1.62918 -0.99535 1.96 0.86 1.04
H 1.67616 -1.42517 1.76461 -1.77 -0.30 -1.25
H -0.23671 -1.23563 1.63643 2.07 -0.87 -1.04
H 1.56373 -3.94056 1.08602 -2.14 1.32 0.33
H -0.27735 -3.75508 0.61763 1.57 0.74 1.32
H -0.12398 -2.85538 3.57334 0.66 -1.68 -1.45
H -0.72805 -4.53264 2.91241 1.77 1.56 0.01
H 2.46055 -3.98408 3.11107 -1.89 -1.14 0.98
H 1.53319 -4.45845 4.69344 -0.16 -0.42 -2.23
H 0.43064 -6.45804 2.76578 2.35 0.70 0.36
H 2.13004 -6.06764 1.93456 -1.29 -0.50 2.33
H 2.00444 -6.87912 3.72341 -0.65 1.70 -1.59
H 4.81179 -0.13507 -2.78897 -1.75 -0.94 1.45
H 2.92086 -0.43829 -2.68205 2.10 -0.73 1.20
H 4.35857 -2.45533 0.18262 0.71 -0.02 -1.43
O -2.08714 2.00740 -1.39921 -1.52 3.40 2.68
P -3.22085 2.55828 -2.29835 2.51 -6.95 -5.14
N -4.02458 1.03099 -2.33313 -1.03 -0.86 0.92
C -4.83499 0.46582 -3.40606 -0.20 0.25 -0.41
C -4.64015 0.64197 -1.05521 0.48 0.19 0.30
N -2.14956 2.63694 -3.66154 1.36 0.87 -0.86
C -2.15515 1.65640 -4.73809 -0.61 0.39 -0.33
C -0.74402 2.95816 -3.36190 -0.34 0.12 0.34
N -4.52422 3.19160 -3.33205 0.47 3.23 1.89
C -4.19226 4.26422 -4.29383 0.26 0.28 -0.65
C -5.57416 3.77824 -2.46845 -0.85 -0.25 0.17
H -5.78759 0.98340 -3.53800 -0.19 -0.02 -0.05
H -5.06361 -0.58762 -3.20805 0.13 0.18 0.39
H -4.32180 0.44380 -4.36520 0.01 0.29 0.14
H -5.62778 1.10143 -0.93115 -0.14 -0.19 0.02
H -4.02492 0.94751 -0.20486 0.05 0.06 -0.18
H -4.75634 -0.43845 -0.98484 -0.02 -0.10 -0.14
H -1.95835 0.64459 -4.37510 -0.06 -0.19 0.01
H -1.40166 1.89321 -5.50070 0.06 0.14 0.36
H -3.09769 1.68470 -5.28890 -0.05 -0.19 0.16
H -0.19745 2.07200 -3.00960 0.05 0.09 0.07
H -0.67261 3.73866 -2.59801 0.01 -0.25 -0.04
H -0.22679 3.34205 -4.24706 -0.28 -0.09 -0.12
H -3.63628 5.07666 -3.81175 -0.12 -0.02 -0.21
H -5.10138 4.68873 -4.73978 -0.09 -0.18 0.47
H -3.61700 3.90233 -5.14653 0.12 -0.12 0.38
H -5.19093 4.64481 -1.92015 -0.22 0.09 -0.15
H -5.94038 3.06185 -1.73563 0.10 -0.20 0.05
H -6.44370 4.08852 -3.05856 0.25 -0.07 0.01
O -9.81770 0.09982 -0.78845 -2.55 -2.77 2.80
P -10.18878 -1.10097 -1.69268 5.14 4.77 -5.62
N -8.52988 -1.49569 -1.96111 1.43 -0.94 0.69
C -7.92952 -2.09826 -3.14594 -0.27 -0.18 -0.31
C -7.83962 -2.04209 -0.78284 -0.30 0.50 0.29
N -10.70266 -0.03287 -2.96046 -1.21 0.94 -0.76
C -9.89922 0.24718 -4.14219 -0.30 -0.70 -0.26
C -11.31411 1.23554 -2.52943 0.06 -0.20 0.43
N -10.61540 -2.48145 -2.73223 -2.86 -0.56 2.23
C -11.85252 -2.39215 -3.53676 -0.41 0.23 -0.55
C -10.81133 -3.67635 -1.88009 0.44 -0.69 0.04
H -8.21257 -3.14432 -3.28153 0.02 -0.20 -0.08
H -6.83556 -2.06368 -3.08877 -0.12 0.05 0.41
H -8.15822 -1.56019 -4.06353 -0.26 -0.08 0.17
H -8.02492 -3.11714 -0.67400 0.18 -0.13 0.00
H -8.17200 -1.55512 0.13767 -0.09 0.05 -0.18
H -6.76371 -1.88719 -0.84756 0.10 0.01 -0.15
H -8.92721 0.67677 -3.88747 0.22 0.01 -0.02
H -10.40951 0.94570 -4.81827 -0.10 0.01 0.39
H -9.76906 -0.65116 -4.74935 0.22 -0.03 0.11
H -10.54931 1.97255 -2.24655 -0.15 -0.02 0.09
H -11.98205 1.08090 -1.67634 0.25 0.07 -0.09
H -11.92430 1.67331 -3.32593 0.13 -0.27 -0.16
H -12.70574 -2.07532 -2.92586 0.01 -0.09 -0.23
H -12.09764 -3.36108 -3.99136 0.25 -0.08 0.44
H -11.75576 -1.71308 -4.38441 0.14 0.13 0.38
H -11.66594 -3.54269 -1.20911 -0.05 -0.23 -0.13
H -9.93813 -3.87922 -1.26306 0.17 0.16 0.05
H -10.97509 -4.57304 -2.48816 -0.01 0.25 0.02

***

(2)
11
Properties=species:S:1:pos:R:3:forces:R:3 method="wB97M-V/def2-TZVPD" smiles=N[N@@H+]1O[C@]1(N)[O-] e_homo_ha=-0.3562 e_tot_ha=-355.74418 spin_multiplicity=1 e_lumo_ev=0.88 charge=0
N -0.42818 1.34709 1.27595 0.05 -0.01 -0.11
N -0.64799 0.34481 0.32325 0.61 -0.47 -0.34
O -0.49284 -1.00999 0.73606 0.03 0.38 0.30
C 0.60617 -0.24514 -0.39470 -0.21 0.71 0.12
N 0.25706 -0.86575 -1.58551 -0.38 -0.21 0.10
O 1.68589 0.20757 -0.09425 -0.49 -0.33 0.14
H 0.58748 1.44914 1.33138 -0.03 -0.12 -0.04
H -0.76221 1.00487 2.17452 0.00 -0.10 -0.14
H -1.50874 0.50501 -0.20096 0.12 -0.12 0.11
H 1.06961 -1.08359 -2.14440 -0.04 -0.01 0.10
H -0.36624 -1.65403 -1.42133 0.34 0.27 -0.24

***

(3)
69
Properties=species:S:1:pos:R:3:forces:R:3 method="wB97M-V/def2-TZVPD" smiles="CC(C)C[C@H](NC(=O)c1[nH]cnc1C(=O)N[C@@H](C)C(=O)OC(C)(C)C)C(=O)OCc1ccccc1" e_homo_ha=-0.3303 e_tot_ha=-1643.63324 spin_multiplicity=1 e_lumo_ev=0.59 charge=0
C -0.23424 -2.63274 -3.09861 0.14 -0.01 -0.29
C 0.99241 -2.11645 -3.84782 -0.01 0.07 0.13
C 2.23801 -2.90140 -3.43954 -0.21 0.12 -0.22
C 1.18622 -0.60417 -3.68395 0.13 -0.12 0.05
C 1.40631 -0.12329 -2.24732 -0.16 0.33 -0.47
N 0.18060 -0.02913 -1.48193 0.03 -0.19 0.03
C -0.61070 1.04117 -1.60581 -0.05 -0.34 0.08
O -0.44405 1.94285 -2.41819 -0.06 0.13 -0.18
C -1.73822 1.12028 -0.65422 -0.19 -0.21 0.43
N -2.57568 2.19196 -0.74624 0.14 -0.28 -0.15
C -3.45593 2.11297 0.27035 -0.06 0.08 -0.04
N -3.24474 1.06087 1.01048 -0.13 -0.17 0.35
C -2.17352 0.41512 0.45785 0.04 0.64 -0.71
C -1.65785 -0.81330 1.06992 -0.26 0.04 0.17
O -0.80301 -1.53252 0.55463 0.08 -0.19 -0.09
N -2.20211 -1.08986 2.26205 -0.10 0.03 0.18
C -1.77096 -2.24112 3.02803 0.15 -0.27 -0.33
C -2.48218 -3.51081 2.57145 0.04 0.15 0.13
C -0.23261 -2.31234 2.89093 -0.37 0.52 0.53
O 0.45697 -1.35815 3.14569 0.12 -0.08 0.01
O 0.17142 -3.51671 2.54938 0.03 -0.50 -0.06
C 1.57166 -3.79607 2.27967 0.65 -0.11 -0.08
C 2.40402 -3.59579 3.54486 -0.28 0.11 -0.12
C 2.06451 -2.90728 1.13970 -0.23 0.02 0.19
C 1.57620 -5.26489 1.85587 -0.18 0.40 0.13
C 2.05902 1.26796 -2.24295 0.27 -0.31 -0.25
O 2.55585 1.81799 -3.18467 0.03 0.00 0.03
O 2.05390 1.73312 -0.99204 0.14 0.01 0.41
C 2.30672 3.12264 -0.77594 0.07 0.34 -0.12
C 1.05309 3.73768 -0.21045 0.09 -0.07 -0.08
C 0.47701 3.17848 0.92500 0.02 0.08 -0.01
C -0.69545 3.69783 1.44236 0.02 -0.05 0.12
C -1.30395 4.78014 0.82766 -0.04 0.08 0.01
C -0.73890 5.33429 -0.30840 -0.11 0.11 -0.01
C 0.43345 4.81253 -0.82945 0.12 -0.08 0.07
H -1.11160 -2.04011 -3.34649 -0.16 0.05 0.04
H -0.43167 -3.66711 -3.37375 -0.05 -0.12 0.03
H -0.08612 -2.59109 -2.02306 -0.04 -0.04 0.17
H 0.82822 -2.28675 -4.91868 0.01 0.03 0.06
H 3.12045 -2.50647 -3.93739 0.16 0.00 -0.03
H 2.12764 -3.94763 -3.71614 0.04 -0.13 0.03
H 2.39726 -2.85651 -2.36473 0.06 -0.03 0.17
H 2.05180 -0.28688 -4.26876 -0.04 0.01 -0.03
H 0.31705 -0.07678 -4.08045 0.03 0.08 -0.03
H 2.08136 -0.79578 -1.71053 -0.03 0.07 0.02
H -0.03426 -0.71506 -0.75344 -0.03 0.13 -0.04
H -2.45938 2.90747 -1.44945 0.03 0.03 0.06
H -4.23657 2.82704 0.43967 -0.12 0.21 -0.05
H -2.91583 -0.46281 2.60246 0.07 0.00 -0.01
H -1.98457 -2.03937 4.08349 0.10 0.01 -0.15
H -3.55796 -3.38699 2.67416 -0.08 0.00 0.02
H -2.24440 -3.70824 1.53013 0.00 -0.04 -0.08
H -2.16046 -4.35758 3.16965 -0.01 -0.12 0.03
H 2.01295 -4.21068 4.35293 0.00 -0.09 0.08
H 3.43420 -3.88201 3.35203 0.11 -0.08 -0.03
H 2.37887 -2.55401 3.85184 0.05 0.01 0.02
H 2.08905 -1.86764 1.45392 0.04 0.06 -0.03
H 1.38637 -2.99487 0.29432 -0.02 -0.03 -0.14
H 3.06260 -3.21457 0.83894 0.11 -0.08 -0.02
H 0.95412 -5.39749 0.97496 -0.05 -0.04 -0.13
H 2.58882 -5.58365 1.62752 0.12 -0.02 -0.02
H 1.18082 -5.88614 2.65523 -0.02 -0.09 0.09
H 3.13518 3.19292 -0.06260 -0.09 -0.03 -0.15
H 2.59296 3.58743 -1.72385 0.01 -0.03 0.20
H 0.94673 2.32608 1.39296 0.05 -0.12 0.08
H -1.13727 3.25483 2.32297 -0.04 -0.05 0.08
H -2.21899 5.18807 1.23277 -0.07 0.05 0.04
H -1.21487 6.17368 -0.79456 -0.03 0.08 -0.04
H 0.86468 5.23734 -1.72337 0.05 0.02 -0.12

***

(4)
58
Properties=species:S:1:pos:R:3:forces:R:3 method="wB97M-V/def2-TZVPD" e_homo_ha=-0.1289 e_tot_ha=-16458.68517 spin_multiplicity=1 e_lumo_ev=2.01 charge=-1
Mg -3.80848 -3.41445 0.11726 -0.45 0.12 -0.08
Se 3.39184 -2.99772 0.40430 0.08 -0.07 0.07
P 1.95127 -1.50915 0.08781 0.06 0.13 -0.25
C 2.11393 -0.86579 -1.60459 0.01 -0.04 0.06
C 1.23892 -1.32560 -2.58497 -0.01 0.09 0.00
C 1.43092 -0.96610 -3.91025 0.00 0.00 0.00
C 2.49131 -0.14372 -4.26024 0.00 0.01 -0.03
C 3.37871 0.29919 -3.28859 0.03 -0.01 0.04
C 3.20312 -0.07456 -1.96542 -0.02 -0.12 -0.05
C 2.21426 -0.16531 1.29058 -0.13 -0.11 0.04
C 2.56454 1.14585 0.99319 0.05 -0.04 0.02
C 2.93539 2.01438 2.01121 -0.02 0.09 -0.02
C 2.94755 1.58252 3.32594 -0.05 0.05 0.06
C 2.56462 0.28274 3.63324 -0.05 0.03 0.03
C 2.20218 -0.58692 2.62186 -0.04 0.06 -0.01
C 0.23599 -2.07638 0.19762 -0.21 -0.13 0.16
C -1.07989 -1.58077 0.17457 0.01 -0.10 -0.08
N -1.87941 -2.67245 0.13598 0.39 0.02 0.26
N -1.11529 -3.76081 0.16363 0.17 0.08 -0.07
N 0.14025 -3.42826 0.19658 -0.04 -0.07 -0.02
P -1.93086 0.00635 0.13460 0.26 0.25 -0.15
Se -4.02234 -0.17765 0.07117 -0.16 -0.22 -0.12
C -1.24508 0.90804 -1.28327 0.05 0.11 0.18
C 0.05677 1.39986 -1.22638 -0.18 -0.04 0.01
C 0.58896 2.08907 -2.30351 -0.03 0.09 0.06
C -0.17978 2.28381 -3.44231 -0.03 0.00 0.03
C -1.47771 1.79348 -3.50120 0.08 0.02 -0.06
C -2.01612 1.10869 -2.42185 0.02 -0.04 -0.02
C -1.52032 0.91847 1.64876 -0.05 -0.16 0.02
C -1.27250 2.28434 1.67581 0.03 -0.05 -0.10
C -1.30189 2.96524 2.88493 0.06 0.07 0.03
C -1.58937 2.29044 4.06000 0.05 0.01 0.03
C -1.82525 0.92157 4.03722 0.04 -0.03 0.04
C -1.79017 0.23715 2.83688 0.14 0.01 -0.03
H 0.41220 -1.96792 -2.30893 0.00 0.01 -0.05
H 0.75350 -1.33250 -4.67076 -0.02 0.01 0.02
H 2.63564 0.14189 -5.29496 0.00 0.00 0.00
H 4.21798 0.92555 -3.56476 0.01 -0.02 0.00
H 3.92626 0.21802 -1.21597 0.05 0.00 -0.01
H 2.55891 1.49735 -0.02980 0.12 0.00 0.05
H 3.21368 3.03323 1.77117 0.01 -0.01 0.00
H 3.24417 2.26182 4.11557 0.00 -0.01 -0.01
H 2.55973 -0.05183 4.66264 -0.01 -0.02 -0.01
H 1.93528 -1.61275 2.84687 0.04 0.00 0.03
H 0.64395 1.23285 -0.33123 -0.16 0.11 -0.14
H 1.60244 2.46775 -2.25734 -0.01 -0.02 -0.01
H 0.23540 2.81904 -4.28710 0.00 0.00 -0.01
H -2.07241 1.95142 -4.39186 -0.02 -0.02 0.01
H -3.02993 0.72927 -2.45333 -0.01 0.01 0.03
H -1.07945 2.81859 0.75397 -0.03 0.03 0.02
H -1.11394 4.03149 2.90725 0.00 -0.01 -0.02
H -1.63191 2.83045 4.99768 0.01 0.00 -0.01
H -2.05705 0.39374 4.95348 0.02 -0.01 -0.01
H -2.00156 -0.82551 2.80498 -0.03 0.00 0.04
Se -6.24436 -2.83889 -0.04635 0.35 0.11 0.06
Se -7.24667 -4.92555 -0.10740 -0.11 -0.40 -0.06
Se -5.61260 -6.70796 0.08594 -0.32 0.01 0.05
Se -3.44536 -5.87506 0.14969 0.08 0.18 -0.03